Entry 1:
This record from the OMol25 dataset describes a molecular structure, C25H40Cl4N3O3PdSi. The level of theory is wB97M-V/def2-TZVPD.

Summary:
E_tot (eV): -98634.9408
Relative energy (zero: lowest compared OMol25 entry of this formula, charge and spin) (kcal/mol): 73.8
HOMO (spin up / spin down) (Eh): -0.1525 / -0.1080
Net charge: -1
Expectation value of S²: 2.0116
Multiplicity: 3

```
77
Properties=species:S:1:pos:R:3:forces:R:3:mulliken_charge:R:1
H 0.17271 -0.25850 -6.16395 0.198 0.222 -0.110 0.376
C -1.41552 -4.50313 0.00312 -0.151 0.547 -0.774 -1.487
H -3.67436 -1.60247 -2.49604 -0.043 -0.262 0.115 0.377
H 2.89103 4.35419 -0.74115 -0.445 -0.162 -0.049 0.374
H -1.38059 4.19472 -1.45432 0.297 -0.151 -0.032 0.449
H -1.61071 -5.56378 0.19370 0.064 0.021 0.076 0.402
C -1.35756 -1.26462 4.04063 0.157 0.124 0.406 -0.347
H 1.11069 5.21614 3.29937 0.143 -0.207 -0.159 0.342
H 3.00025 -1.21926 -3.88777 -0.216 0.142 -0.002 0.251
H 1.51486 0.80279 -6.67732 -0.181 -0.020 -0.059 0.308
C -0.40085 3.70719 -1.42260 0.278 0.184 0.371 -0.773
H -2.70646 1.03465 -2.95335 -0.050 -0.086 0.145 0.327
C 0.73569 4.44809 -1.07471 0.183 -0.269 -0.112 -0.706
C -3.36627 0.81905 -2.10125 0.322 0.029 0.027 -1.060
Cl 2.50408 -0.20130 1.49952 1.017 0.298 0.349 -0.759
H 1.41552 -1.96440 -3.58158 0.250 0.181 -0.348 0.267
H -2.02472 1.10220 0.12057 -0.088 -0.260 0.110 0.356
N 0.21660 3.61378 2.28142 -0.075 0.115 0.001 0.370
C -0.71588 -0.78073 6.30452 0.270 0.106 -0.306 -0.218
H 1.39009 5.21171 1.53113 -0.009 -0.184 0.253 0.264
H -3.52413 1.73326 -1.52299 0.002 -0.090 -0.102 0.299
Cl 0.58481 -2.15496 -0.34464 0.327 -0.767 -1.169 -0.100
C 1.32720 0.14514 -3.76185 0.883 1.716 -0.278 0.241
O -1.80491 -0.86836 0.70225 -1.143 1.237 -1.145 -0.610
H 1.56465 2.08073 2.04607 -0.466 -0.240 0.024 0.042
Cl 1.84883 -0.11063 6.89709 0.364 0.060 0.438 -0.238
Pd 0.26124 -0.90492 1.57932 -0.338 0.695 -0.451 1.615
C 1.08079 -5.50876 -0.62456 0.103 0.162 -0.500 -1.330
O 0.08915 -0.51179 -2.31055 -1.977 -0.455 1.483 -0.455
H -2.05928 -1.61108 3.28248 0.142 0.249 0.153 0.527
C 2.09151 -4.05763 1.53658 0.193 0.560 -0.281 -1.302
H 0.47536 -5.59982 -1.53700 0.143 -0.093 0.154 0.304
N -2.81682 -0.22324 -1.25028 0.133 0.129 0.350 0.341
H 0.66531 5.52031 -0.87094 -0.020 -0.320 -0.054 0.457
C 1.30205 4.57564 2.42575 -0.094 -0.190 -0.187 -0.900
H -4.31671 0.46974 -2.51752 0.012 0.129 0.229 0.393
Si 0.41117 -4.13421 0.53511 0.572 -1.301 -0.020 1.327
H 1.85618 -1.35876 -5.22699 -0.048 -0.073 0.162 0.418
H -2.82841 -2.32586 -1.08183 -0.004 0.190 -0.069 0.063
C -2.17721 0.03137 -0.09504 0.035 -1.113 0.470 0.001
C 0.95343 1.71767 -1.70975 0.414 -0.135 -0.273 0.074
C 1.14894 0.31089 -2.24859 0.525 -0.484 -1.116 -0.354
H 2.12653 -5.32348 -0.90654 -0.215 -0.154 0.068 0.288
H -1.53309 -4.33939 -1.08111 0.024 -0.096 0.130 0.312
C 1.93237 -1.17508 -4.15144 -0.161 -0.201 0.178 -1.507
H -0.13020 1.44250 -6.46799 0.073 0.044 -0.184 0.385
H 2.95861 -4.08088 0.86948 0.029 0.015 -0.047 0.275
N -0.13589 -0.94488 3.61321 0.355 -0.473 0.977 0.218
O -0.40707 1.43209 2.02480 1.044 1.168 -0.057 -0.648
H 1.82773 -0.49443 4.01732 0.086 0.067 0.123 0.547
C -0.28245 2.34809 -1.71022 -0.399 0.076 -0.163 0.653
C 0.86010 -0.67215 4.47067 -1.090 -0.040 0.288 -0.688
C 0.60713 0.74817 -6.06026 -0.248 -0.099 -0.526 -1.610
C 0.85165 1.06223 -4.62833 0.442 -0.510 0.742 0.168
H 0.54756 2.03747 -4.25205 -0.041 -0.160 -0.053 0.323
H 2.23615 4.01356 2.56209 -0.224 0.321 -0.028 0.278
H -0.93326 -0.57694 7.35187 -0.016 -0.282 -0.209 0.404
H -1.41728 4.48683 1.24059 0.116 -0.250 0.336 0.181
C -1.69544 -1.16761 5.38956 0.123 -0.024 -0.142 -0.888
H 1.02835 -6.46553 -0.08569 0.039 0.118 -0.041 0.319
C 2.07853 2.43915 -1.30920 -0.043 0.265 0.036 -0.266
H -1.90054 -1.67869 -2.46371 -0.057 0.157 0.281 0.176
H -2.72303 -1.39267 5.67570 0.352 0.127 0.126 0.372
C -1.14535 4.13314 2.25245 0.109 0.102 -0.008 -0.877
H -1.16533 1.76749 -1.98075 0.523 0.175 -0.017 0.125
H -1.85209 3.35768 2.58124 0.304 0.278 -0.151 0.223
H 2.16780 -4.90184 2.23395 -0.116 0.038 -0.196 0.359
C 0.59131 -0.58957 5.83924 -0.818 0.051 -0.859 -0.001
H 2.16492 -3.13120 2.12486 -0.035 -0.232 -0.083 0.142
C 1.98100 3.79993 -1.00641 -0.042 -0.072 -0.030 -0.747
C -2.79942 -1.54668 -1.84498 0.060 -0.287 -0.225 -0.656
C 0.48084 2.30544 2.10488 -0.788 -0.543 -0.060 0.227
Cl -0.45118 -4.09348 2.52905 -0.859 -0.012 1.930 -0.477
H 2.02761 -0.14355 -1.74968 0.015 0.178 0.294 0.403
H -1.17769 5.00018 2.92721 -0.169 -0.270 -0.083 0.407
H -2.17890 -3.91622 0.52333 0.160 -0.036 -0.056 0.262
H 3.02828 1.89928 -1.25516 -0.211 0.323 -0.010 0.392
```
Forces are in eV/Å.


Entry 2:
This record from the OMol25 dataset describes a single CH3INOP molecule. The level of theory is wB97M-V/def2-TZVPD.

Summary:
E_tot (eV): -22011.5267
Relative energy (zero: lowest compared OMol25 entry of this formula, charge and spin) (kcal/mol): 23.5
HOMO (Eh): -0.3525
SMILES: O=C(I)NP

```
8
Properties=species:S:1:pos:R:3:forces:R:3:mulliken_charge:R:1
N 0.77185 -0.09173 0.12526 1.355 0.690 -0.952 -0.319
O -1.49971 0.09009 0.56931 6.279 -3.484 1.146 -0.567
H 1.61200 -0.69194 0.15423 -0.658 0.890 -0.025 0.272
C -0.30137 -0.49916 0.72579 -7.909 1.989 0.541 0.452
H -0.65883 1.96889 -0.57715 1.390 -1.195 -0.313 0.118
P 0.50777 1.18793 -1.12257 -0.845 -0.524 -0.398 -0.040
H -0.31642 0.24544 -1.90152 0.399 1.143 0.381 0.078
I -0.11529 -2.20952 2.02665 -0.010 0.491 -0.381 0.006
```
Forces are in eV/Å.


Entry 3:
This record from the OMol25 dataset describes a molecular structure, C22H25I2N8ReS3. The level of theory is wB97M-V/def2-TZVPD.

Summary:
E_tot (eV): -85952.0274
Relative energy (zero: lowest compared OMol25 entry of this formula, charge and spin) (kcal/mol): 21.3
HOMO (spin up / spin down) (Eh): -0.5720 / -0.5806
Net charge: +3
Expectation value of S²: 3.9282
Multiplicity: 4

```
61
Properties=species:S:1:pos:R:3:forces:R:3:mulliken_charge:R:1
C -1.05985 1.40856 -3.22423 0.064 -0.100 0.186 0.243
C -2.82275 4.12132 0.49222 -0.073 -0.068 -0.044 -0.823
H -3.68696 4.58223 0.02793 -0.007 -0.006 -0.024 0.481
Re -0.66226 1.36236 0.19178 0.427 -0.404 0.408 -0.015
I -3.32856 2.13233 1.09142 0.312 0.088 -0.171 0.391
C 4.18427 0.91029 -3.39566 0.016 -0.124 -0.112 -0.658
C -0.05531 -4.16573 3.36598 0.044 -0.046 0.072 -0.870
H 1.88380 3.88435 3.76955 0.023 0.070 -0.032 0.267
C -2.21733 1.01251 -5.29321 -0.031 -0.035 0.000 -0.553
C 2.22519 0.25128 4.04309 0.042 0.136 -0.018 0.049
H -3.77487 -3.68358 4.31088 0.012 -0.042 -0.046 0.398
C 2.35128 0.72024 -1.78418 -0.261 -0.282 0.016 0.515
H 0.97687 -4.34071 3.09278 -0.020 0.001 0.000 0.487
C -1.27756 1.71842 -4.55475 0.052 0.067 -0.079 -1.035
H 2.25326 -0.83125 4.11116 0.039 0.044 -0.022 0.493
N -1.59634 0.11473 -1.21138 0.269 0.395 0.582 0.870
N 1.69881 -0.07310 -2.61038 0.054 0.035 -0.130 0.015
C -0.54015 -4.63610 4.58531 -0.022 0.063 -0.015 -0.494
C 2.91765 2.39109 4.71454 0.028 0.113 0.089 -0.030
H -0.52342 -3.20228 1.51734 -0.004 -0.124 0.009 0.748
N 2.00625 2.88177 3.84850 0.009 -0.080 -0.005 0.007
N 3.55348 1.16790 -2.09046 0.017 0.064 -0.155 -0.153
H -2.41486 1.27961 -6.32310 0.056 -0.030 0.005 0.462
H 4.83109 1.75072 -3.63374 0.007 0.033 0.083 0.431
S 0.13708 2.83724 1.99970 -0.344 0.153 -0.217 -0.339
C 1.24405 2.07343 3.06597 0.208 -0.439 0.207 0.063
N -3.07500 -2.14881 0.85385 -0.787 -0.164 -0.615 -0.744
H 0.12035 -5.16295 5.26128 -0.008 0.016 -0.006 0.435
C 3.05905 1.04098 4.83923 -0.014 -0.197 -0.051 -0.855
H 4.79983 0.01143 -3.33277 0.013 0.010 0.019 0.296
H 0.83659 -0.48121 -2.29351 -0.122 0.080 0.060 0.089
H -0.71827 2.52262 -5.01649 -0.023 -0.012 0.014 0.464
C -2.73162 -3.82522 4.04922 -0.154 0.116 -0.045 -0.591
S -0.83870 -0.61110 1.48863 -0.284 0.223 -0.619 0.239
S 1.71831 1.23404 -0.22895 -0.342 0.193 0.186 -0.362
H 3.78092 0.61040 5.51664 -0.032 0.028 0.027 0.432
C -2.24199 -3.35069 2.82096 0.372 -0.016 0.309 0.789
I -1.25279 3.98587 -0.94524 -0.142 -0.046 0.132 0.357
N -2.26085 -0.89394 -0.79744 -0.606 -0.246 -0.653 -0.443
H 4.03213 1.75105 -1.42284 -0.079 0.107 0.030 0.234
H -3.25448 -1.14688 -2.90029 -0.051 -0.030 -0.043 0.506
C -0.89140 -3.51596 2.48375 -0.134 -0.036 -0.212 -0.047
N 1.36265 0.75698 3.17170 -0.096 -0.034 -0.093 -0.041
H 1.24974 -0.37550 -4.62073 -0.053 -0.025 0.029 0.334
H -0.31620 1.96554 -2.67014 0.100 -0.082 -0.004 0.062
C 3.08546 0.75153 -4.43385 -0.022 0.007 0.186 -0.582
C -2.91208 -0.03437 -4.69936 0.013 0.043 -0.009 -0.723
H 2.62163 -1.32369 -4.03219 -0.021 -0.020 0.029 0.367
H 2.54171 1.69531 -4.52209 0.008 -0.011 -0.087 0.258
C -1.78283 0.38595 -2.60817 -0.144 -0.015 -0.574 0.325
H -3.63421 -0.60241 -5.26986 -0.002 0.015 0.005 0.442
H -4.13473 -3.11681 2.10839 -0.086 -0.088 -0.056 0.304
H 3.50096 3.10615 5.27857 -0.064 0.068 -0.020 0.443
H -2.47229 4.67476 1.35502 0.038 -0.038 0.028 0.435
H 3.51245 0.51121 -5.40449 0.007 -0.017 -0.004 0.400
C -2.70144 -0.34911 -3.37055 0.066 -0.008 0.355 -0.356
C -1.87767 -4.44864 4.92974 0.073 -0.030 0.036 -0.659
H -2.25042 -4.80058 5.88155 -0.005 -0.030 -0.020 0.424
C -2.13658 -1.31249 0.47407 1.357 0.659 0.961 0.009
N -3.17787 -2.82326 1.94002 0.236 0.094 0.200 0.359
C 2.13678 -0.34786 -3.99076 0.072 0.000 -0.080 -0.552
```
Forces are in eV/Å.


Entry 4:
This record from the OMol25 dataset describes a molecular structure, C39H34AsCl2MnN3O3S. The level of theory is wB97M-V/def2-TZVPD.

Summary:
E_tot (eV): -179650.2863
Relative energy (zero: lowest compared OMol25 entry of this formula, charge and spin) (kcal/mol): 0.0
HOMO (spin up / spin down) (Eh): -0.2572 / -0.2606
Expectation value of S²: 8.7546
Multiplicity: 6

```
84
Properties=species:S:1:pos:R:3:forces:R:3:mulliken_charge:R:1
C 5.07745 2.09050 -1.67697 0.027 0.044 -0.030 -0.443
C 2.33367 1.73636 -1.79702 0.018 0.013 -0.031 0.146
H -1.10342 0.51598 -7.34662 -0.001 -0.001 -0.001 0.404
H 0.11597 2.66652 0.77030 0.010 -0.025 -0.019 0.031
H -2.81952 0.78540 -5.58803 -0.001 -0.003 0.000 0.410
C 0.67458 2.14038 4.48769 -0.034 -0.032 -0.014 -0.885
C 2.91194 2.87195 -2.35930 0.054 0.057 0.031 -0.229
H 2.69794 -0.10875 -0.73453 -0.060 -0.058 0.007 0.777
C 4.50117 0.96282 -1.11551 -0.035 -0.044 0.019 -0.961
H 2.09696 0.61194 5.02452 -0.002 -0.006 -0.012 0.258
H 1.12208 -5.30094 -4.22364 0.000 0.004 -0.004 0.405
H 6.14943 2.22950 -1.62725 0.004 -0.001 0.003 0.400
C -1.35697 5.32656 -1.62914 0.021 -0.029 -0.020 -0.665
C 0.54018 0.86692 -6.01897 0.000 0.010 0.034 -0.690
N -1.54872 -0.29259 2.96397 0.369 0.036 -0.047 -0.138
C 0.23628 -3.42909 -3.70958 0.027 0.120 0.182 -1.040
H 4.73541 3.92940 -2.73572 0.006 0.002 0.000 0.397
S 1.03924 0.37584 2.16368 0.176 -0.132 -0.095 -0.476
H -0.76424 0.09731 6.70202 0.014 -0.001 -0.015 0.366
C -1.33632 5.55252 -0.26140 -0.004 0.008 0.029 -0.488
H -2.93254 -3.17053 0.60403 0.003 -0.002 -0.001 0.453
C -1.39084 1.17178 -4.04117 -0.015 0.000 -0.015 -0.294
H 0.23866 3.04415 4.91799 0.003 -0.010 0.019 0.474
H 1.17523 2.42461 3.56490 0.001 -0.006 0.007 0.389
C 1.67580 1.52118 5.45194 0.030 0.006 0.024 -1.116
C -3.62664 -2.82068 1.35532 -0.037 -0.017 -0.005 -0.567
O -0.17473 0.30494 -0.98724 0.154 -0.237 0.003 -0.230
C 1.58925 -3.60633 -1.32503 -0.037 0.107 -0.015 0.242
C 3.07892 -4.69822 0.19024 0.052 -0.004 0.069 0.354
Mn 0.62011 -1.23211 0.27915 -0.286 -0.042 0.307 2.198
C -0.03885 1.30829 -3.73028 -0.075 -0.049 -0.024 -0.043
H -6.77973 -3.29701 2.48865 0.000 0.000 -0.002 0.378
C 3.12547 0.78151 -1.17604 0.075 0.008 -0.037 -0.390
H 3.89127 -6.56317 -0.48300 0.000 -0.003 -0.003 0.453
H 1.97995 1.23344 -4.47346 -0.005 0.010 0.026 0.407
C -1.58565 1.26871 5.06667 0.015 0.062 -0.067 -0.698
H -2.49709 1.29946 4.47145 0.019 -0.028 0.002 0.416
H -1.65742 -0.84579 5.50179 -0.008 -0.021 -0.037 0.256
H -1.74299 6.47275 0.13757 -0.002 0.003 -0.001 0.380
H -1.51793 2.20630 5.61981 -0.025 -0.005 0.007 0.430
H -3.75519 -0.61175 3.90417 0.003 0.000 0.004 0.257
C -0.28335 3.42046 0.09879 -0.056 0.026 0.009 -0.139
O -1.08236 -1.84628 1.26438 0.175 0.283 -0.063 -1.137
C 1.02876 -4.51881 -3.48211 0.020 -0.062 -0.033 -0.690
C 0.14471 -2.44081 -2.71011 0.054 -0.127 -0.079 -0.505
C -3.21079 -1.83301 2.24133 0.138 0.140 -0.051 0.654
H 5.11407 0.21823 -0.62539 0.001 0.004 0.003 0.476
C 4.28532 3.04670 -2.30140 -0.025 -0.043 0.015 -0.736
C 2.26041 -3.59623 -0.04193 0.036 -0.063 -0.094 0.071
H -0.79458 4.77969 1.66879 -0.007 0.005 0.003 0.447
C -1.62974 0.09929 6.03962 -0.015 -0.008 0.021 -1.111
H 2.29708 3.63057 -2.83180 -0.031 -0.019 0.011 0.457
C -5.36926 -1.90351 3.30974 0.027 -0.016 -0.018 -0.744
H -5.22583 -4.11158 0.74809 0.002 -0.003 -0.002 0.393
H 1.29194 0.73949 -6.78638 0.000 -0.002 -0.006 0.419
C -0.80248 4.60253 0.60129 0.006 0.004 -0.017 -0.572
H -0.85659 3.96823 -3.21265 0.001 -0.030 0.009 0.366
N 0.79435 -2.53232 -1.57395 -0.057 0.067 0.098 0.099
H -1.77851 6.06576 -2.29734 -0.002 0.003 0.000 0.402
C -4.08963 -1.37827 3.22010 -0.012 -0.002 -0.021 0.043
C 1.74085 -4.64213 -2.26793 0.013 -0.095 -0.116 -0.005
C -5.78023 -2.88644 2.41888 -0.029 0.006 0.027 -0.361
C 0.92750 1.15048 -4.71512 0.017 -0.004 -0.044 -0.296
C 3.23913 -5.73866 -0.73645 0.023 -0.008 0.039 -0.660
H -2.14608 1.26864 -3.26919 0.033 0.007 0.023 0.497
N -0.43452 1.24911 4.15646 0.121 -0.058 0.069 0.279
C -0.80463 0.73933 -6.33070 -0.003 0.003 -0.020 -0.458
As 0.42975 1.55191 -1.89073 0.085 -0.019 0.045 0.872
H 2.49123 2.21911 5.64764 0.007 0.006 -0.010 0.411
H -0.31830 -3.31309 -4.62999 0.003 -0.014 -0.014 0.457
H 1.20962 1.27479 6.40625 -0.010 0.003 0.000 0.295
C -1.81013 -1.27692 2.11456 -0.287 -0.317 0.148 -0.159
H -2.52620 0.16856 6.65883 -0.001 0.002 0.002 0.343
H -6.04605 -1.54631 4.07536 -0.008 -0.006 0.001 0.401
H -0.47334 -1.56046 -2.84431 -0.011 0.012 0.026 0.675
C -0.39255 0.38452 3.11300 -0.535 0.255 -0.031 0.480
O 2.08588 -2.62080 0.77614 -0.003 0.129 -0.178 -0.838
C -4.90785 -3.34370 1.44162 0.021 -0.005 -0.003 -0.710
C -0.83836 4.14454 -2.14343 0.025 0.082 -0.011 -0.145
Cl 3.94604 -4.79098 1.68987 -0.022 0.017 -0.020 -0.232
C -0.30151 3.20200 -1.27694 -0.088 0.030 0.030 0.029
C 2.59227 -5.72282 -1.93704 -0.068 0.040 -0.079 0.649
C -1.77086 0.89127 -5.34363 0.008 0.004 -0.001 -0.762
Cl 2.81665 -7.03211 -3.06814 0.003 0.038 0.054 -0.279
```
Forces are in eV/Å.